A molecular structure, C31H25Cl5N2O4PRuS. Source: OMol25; level of theory: ωB97M-V/def2-TZVPD.

Values from the calculation:
Expectation value of S²: 0.7557
F_max: 0.0168 hartree/bohr
HOMO (spin up / spin down): -8.44 / -8.34 eV
2S+1: 2
ΔE to the lowest compared entry with this formula, charge and spin: 1.940 eV
Total energy: -4742.189017 hartree

```
70
Properties=species:S:1:pos:R:3:forces:R:3:mulliken_spin:R:1
Ru 0.128735 -0.719476 1.538627 0.0515 0.7948 -0.3301 0.868
C -1.140856 0.273270 2.945968 0.1607 -0.6225 0.2576 -0.006
C -0.377516 -0.698719 3.673837 -0.1949 0.1118 0.2309 -0.008
C -0.693469 -1.993097 3.195217 0.2739 -0.1273 0.3110 -0.021
C -1.652917 -1.853788 2.172458 -0.3600 0.2013 -0.3013 0.039
C -1.946794 -0.467112 2.023540 -0.3638 -0.2963 0.0625 0.030
H -1.156366 1.334498 3.126783 0.0875 -0.0028 -0.1326 0.001
H 0.331825 -0.480518 4.454085 -0.0149 0.0545 0.0027 0.005
H -0.259978 -2.916220 3.539086 0.0081 -0.0021 -0.0276 -0.001
H -2.030462 -2.662577 1.568896 -0.0134 0.0152 -0.0279 0.016
H -2.656111 -0.059025 1.325433 -0.0387 0.0535 0.0134 0.005
O 0.763519 -1.347655 -1.107272 -0.1965 -0.1694 0.3205 0.001
S 2.101546 -0.745143 -1.260151 0.5746 -0.0611 -0.0988 0.001
O 3.027755 -1.494139 -2.075283 -0.3245 -0.2149 -0.0779 0.004
O 2.614357 -0.330964 0.031012 0.3418 0.0995 0.0205 0.024
C 1.768002 0.768225 -2.107056 -0.1147 0.2593 -0.0173 0.014
C 2.480442 1.098070 -3.247646 -0.0563 0.0326 0.0776 0.000
C 2.226116 2.302787 -3.886266 -0.0091 0.0089 0.0035 0.000
C 1.263911 3.162282 -3.378867 0.0245 -0.0027 -0.0222 0.000
C 0.553166 2.824619 -2.235591 -0.0060 0.0263 0.0138 0.002
C 0.797258 1.623836 -1.577191 0.1365 -0.3017 -0.0153 -0.017
P -0.254000 1.064566 -0.164954 0.0309 0.1456 -0.0468 -0.016
C -0.794883 2.666300 0.545804 0.0718 0.0216 -0.0053 0.012
C 0.135410 3.690736 0.724062 -0.0639 0.0056 0.0499 -0.005
C -0.225859 4.877304 1.344419 0.0125 -0.0437 -0.0176 0.000
C -1.524249 5.058009 1.800896 -0.0003 0.0018 -0.0156 -0.001
C -2.459746 4.048928 1.627093 0.0159 -0.0064 0.0019 0.001
C -2.096740 2.863814 1.001445 -0.0225 -0.0169 0.0318 0.003
C -1.750540 0.547966 -1.107529 0.0383 -0.1166 -0.0279 0.025
C -2.530178 1.486076 -1.782246 -0.0107 0.0005 -0.0269 0.000
C -3.627464 1.088299 -2.529560 -0.0114 -0.0031 -0.0116 0.000
C -3.956441 -0.257146 -2.621198 0.0019 0.0103 0.0028 0.001
C -3.182484 -1.198962 -1.961093 0.0389 0.0356 0.0163 0.001
C -2.085114 -0.802156 -1.208286 -0.0613 0.0543 -0.0273 -0.024
H 3.223087 0.401628 -3.611219 0.0027 -0.0007 -0.0162 0.000
H 2.778356 2.569768 -4.777878 -0.0017 0.0014 0.0005 0.000
H 1.059046 4.102735 -3.874096 0.0010 -0.0008 0.0031 0.000
H -0.190484 3.514308 -1.859855 -0.0020 -0.0033 -0.0045 0.000
H 1.151662 3.556675 0.379269 0.0378 0.0107 0.0093 0.000
H 0.512184 5.658052 1.475317 -0.0041 0.0023 -0.0053 0.000
H -1.806952 5.985122 2.282260 -0.0003 -0.0046 0.0089 0.000
H -3.477213 4.184139 1.970745 0.0002 -0.0032 -0.0018 0.000
H -2.847336 2.097692 0.852121 0.0033 0.0158 0.0100 0.000
H -2.290784 2.539987 -1.722866 0.0094 -0.0120 -0.0044 0.000
H -4.223448 1.831442 -3.043572 0.0013 -0.0014 -0.0020 0.000
H -4.810504 -0.568245 -3.209079 -0.0019 0.0014 0.0006 0.000
H -3.418791 -2.251940 -2.039397 -0.0083 -0.0143 0.0066 0.000
H -1.481886 -1.553681 -0.717546 0.0267 -0.0401 -0.0045 -0.017
C -1.078792 -5.196069 -3.066557 -0.0067 -0.0191 0.0019 0.000
N -1.295106 -4.551583 -1.789118 -0.0143 -0.0059 0.0257 0.000
C -0.298344 -4.148065 -0.944592 0.2715 0.0990 -0.1020 0.001
N 0.977718 -4.266425 -1.422739 -0.0535 -0.0611 0.0111 0.000
O -0.539681 -3.725013 0.182397 -0.2568 -0.1326 0.0739 -0.001
H -2.038624 -5.525294 -3.457411 0.0020 0.0082 -0.0099 0.000
H -0.427246 -6.069332 -2.983018 0.0004 -0.0020 0.0091 0.000
H -0.647673 -4.503996 -3.793678 -0.0086 0.0083 0.0012 0.000
H -2.190979 -4.641358 -1.344297 0.0025 -0.0077 0.0151 0.000
H 1.109883 -4.267299 -2.420819 0.0186 0.0120 -0.0021 0.000
H 1.632808 -3.665356 -0.944259 -0.0150 -0.0017 0.0005 0.000
Cl 1.559396 2.190571 3.042194 0.0232 0.0129 -0.0320 0.000
C 2.514597 0.745873 3.034071 0.0743 -0.0677 0.1397 0.031
C 1.980056 -0.422074 2.515328 -0.1993 0.2175 -0.1075 0.139
C 2.757374 -1.567502 2.629741 0.2005 0.1817 0.1028 -0.107
Cl 2.125145 -3.049142 2.011159 -0.0396 -0.1351 -0.2754 0.004
C 4.033265 -1.555618 3.182965 -0.0786 -0.1529 -0.0635 -0.010
Cl 4.952829 -3.006790 3.281447 0.0076 0.0384 0.0033 0.002
C 4.557854 -0.359933 3.656846 0.2137 0.0556 0.1174 0.008
Cl 6.135906 -0.316292 4.349689 -0.0701 -0.0181 -0.0468 0.001
C 3.794747 0.797995 3.589214 -0.1924 0.0864 -0.0634 -0.006
Cl 4.418036 2.282125 4.198728 0.0497 -0.0129 0.0140 0.001
```
Positions in Å, forces in eV/Å.